Density functional theory data (ωB97M-V/def2-TZVPD) for a cluster of 2 separate species, C3H10O3 in total in a non-equilibrium geometry.

```
16
Properties=species:S:1:pos:R:3
C -0.212 -0.596 -0.472
O 0.849 0.372 -0.624
C -1.552 0.022 -0.862
C -2.369 0.451 0.380
O -3.049 -0.710 0.800
H 0.187 -1.391 -1.108
H -0.381 -1.080 0.490
H 0.834 0.947 0.149
H -1.376 0.697 -1.700
H -2.170 -0.764 -1.323
H -1.618 0.662 1.156
H -2.932 1.344 0.106
H -3.588 -0.500 1.565
H 6.263 0.245 1.065
H 5.682 0.305 -0.251
O 5.434 -0.005 0.629
```

DFT total energy	-345.975819	hartree
structure (SMILES)	OCCCO.O
Kohn-Sham gap	0.4043	Eh
spin multiplicity	1


Density functional theory data (ωB97M-V/def2-TZVPD) for a cluster of 3 separate species, C3H10O3 in total in a non-equilibrium geometry.

```
16
Properties=species:S:1:pos:R:3
O 0.815 -0.514 0.104
C 0.243 0.465 -0.294
C -0.673 1.350 0.580
C -2.108 1.278 0.136
H 0.320 0.629 -1.395
H -0.289 2.359 0.438
H -0.470 1.154 1.644
H -2.373 1.631 -0.881
H -2.787 1.637 0.909
H -2.413 0.247 -0.071
H 4.189 -1.792 1.185
H 4.386 -0.399 1.582
O 4.584 -0.994 0.855
H -0.468 -2.169 -1.898
H -1.571 -2.383 -0.980
O -1.384 -2.501 -1.913
```

DFT total energy	-345.987183	hartree
structure (SMILES)	CCC=O.O.O
Kohn-Sham gap	0.3984	Eh
spin multiplicity	1


Density functional theory data (ωB97M-V/def2-TZVPD) for a cluster of 3 separate species, C3H10O3 in total in a non-equilibrium geometry.

```
16
Properties=species:S:1:pos:R:3
C 1.063 -1.875 1.066
O -0.147 -2.626 0.763
C 1.627 -1.132 -0.062
C 2.512 -0.143 -0.069
H 1.699 -2.529 1.627
H 0.496 -1.256 1.858
H -0.744 -2.004 0.331
H 1.352 -1.625 -0.990
H 2.875 0.255 -1.019
H 2.848 0.257 0.885
H -3.129 3.027 -1.074
H -2.357 3.291 -2.332
O -2.837 2.581 -1.886
H -2.285 1.134 -0.325
H -1.125 1.627 0.703
O -1.849 1.018 0.524
```

DFT total energy	-345.956295	hartree
structure (SMILES)	C=CCO.O.O
Kohn-Sham gap	0.3665	Eh
spin multiplicity	1


Density functional theory data (ωB97M-V/def2-TZVPD) for a cluster of 2 separate species, C3H10O3 in total in a non-equilibrium geometry.

```
16
Properties=species:S:1:pos:R:3
C 0.793 -0.186 0.765
O 1.553 0.228 1.812
C -0.608 0.272 0.713
C -1.244 0.245 2.099
O -2.348 -0.753 2.314
H 0.650 -1.299 0.833
H 1.200 0.269 -0.142
H 2.470 0.014 1.883
H -1.219 -0.131 -0.119
H -0.755 1.393 0.427
H -1.674 1.146 2.421
H -0.479 -0.177 2.631
H -2.892 -0.630 1.497
H 1.968 0.222 -7.222
H 1.220 -0.724 -6.318
O 1.528 0.267 -6.294
```

DFT total energy	-345.935196	hartree
structure (SMILES)	OCCCO.O
Kohn-Sham gap	0.3994	Eh
spin multiplicity	1


Density functional theory data (ωB97M-V/def2-TZVPD) for a cluster of 2 separate species, C3H10O3 in total in a non-equilibrium geometry.

```
16
Properties=species:S:1:pos:R:3
C 0.537 0.627 2.604
O 1.347 1.802 2.792
C -0.159 0.671 1.239
C -0.359 -0.714 0.661
O -1.192 -0.740 -0.487
H 1.248 -0.185 2.636
H -0.218 0.590 3.361
H 0.928 2.407 3.402
H -1.088 1.251 1.208
H 0.492 1.294 0.613
H 0.646 -1.117 0.449
H -0.769 -1.458 1.346
H -0.712 -0.418 -1.210
H -0.482 -0.991 -6.874
H -0.021 -1.971 -5.785
O -0.200 -1.049 -5.955
```

DFT total energy	-345.986221	hartree
structure (SMILES)	OCCCO.O
Kohn-Sham gap	0.4004	Eh
spin multiplicity	1


Density functional theory data (ωB97M-V/def2-TZVPD) for a cluster of 3 separate species, C3H10O3S in total in a non-equilibrium geometry.

```
17
Properties=species:S:1:pos:R:3
C 0.889 -0.430 -0.310
O 2.242 -0.281 -0.645
C -0.023 0.720 -0.810
C -1.361 0.890 -0.146
S -2.285 2.311 -1.008
H 0.637 -0.418 0.753
H 0.466 -1.363 -0.693
H 0.600 1.631 -0.825
H -0.138 0.581 -1.902
H -1.913 -0.051 -0.150
H -1.202 1.199 0.884
H 0.400 -1.851 2.294
H -0.282 -2.673 1.228
O -0.452 -2.022 1.892
H 2.658 -1.051 -0.212
H 2.894 -1.800 1.990
O 2.609 -2.478 1.379
```

DFT total energy	-744.142023	hartree
total charge	-2
Kohn-Sham gap	0.2144	Eh
spin multiplicity	1